Density functional theory data (ωB97M-V/def2-TZVPD) for a structure of composition C12H30BrClNO6P4Pd in a non-equilibrium geometry.

Each line ends with the Löwdin charge.
CARTESIAN COORDINATES (ANGSTROEM)
C 4.975 -2.619 -0.279  -0.094
C 3.806 -1.862 -0.948  -0.229
C 2.416 -2.300 -0.431  -0.164
C 1.793 -1.329 0.591  -0.301
C 2.728 -1.223 1.795  -0.046
C 1.480 0.017 -0.074  -0.281
O 0.189 0.108 -0.674  -0.343
P -0.851 1.265 0.012  0.372
C -1.448 -0.036 1.237  -0.266
C -1.879 -1.396 0.685  -0.340
C -2.289 -2.273 1.889  -0.632
Br -1.976 -4.147 1.556  0.668
P -2.605 0.959 -1.528  0.984
C -4.259 0.775 -0.824  -0.182
C -2.325 -0.317 -2.701  -0.265
P -0.208 2.500 -1.818  0.599
O -1.799 2.435 -2.476  -0.502
Cl 0.144 4.437 -1.300  0.304
P -2.113 3.000 0.774  0.394
O -2.754 3.613 -0.411  -0.376
O -3.290 2.555 1.799  -0.155
O -1.264 4.100 1.573  -0.147
O 0.407 1.898 0.942  -0.311
C 1.674 1.311 0.724  -0.413
N 2.573 2.202 0.015  0.087
H 5.608 -3.107 -1.012  0.069
H 4.633 -3.376 0.422  0.066
H 5.592 -1.924 0.283  0.067
H 3.834 -2.030 -2.019  0.104
H 3.962 -0.806 -0.746  0.083
H 2.576 -3.224 0.122  0.104
H 1.721 -2.505 -1.243  0.113
H 0.877 -1.805 0.942  0.120
H 3.687 -0.762 1.561  0.086
H 2.950 -2.233 2.132  0.090
H 2.288 -0.693 2.634  0.077
H 2.150 0.109 -0.930  0.135
H -2.252 0.304 1.892  0.075
H -0.588 -0.214 1.880  0.093
H -1.083 -1.934 0.185  0.067
H -2.768 -1.356 0.059  0.076
H -3.338 -2.103 2.110  0.063
H -1.738 -1.975 2.774  0.060
H -4.855 0.025 -1.343  0.069
H -4.156 0.463 0.212  0.055
H -4.786 1.725 -0.882  0.069
H -2.912 -1.216 -2.536  0.069
H -1.274 -0.568 -2.815  0.055
H -2.700 0.113 -3.743  -0.035
H -2.263 3.270 -2.214  0.075
H -2.985 2.481 2.713  0.083
H -1.116 3.807 2.483  0.086
H 2.058 1.196 1.737  0.135
H 3.485 1.770 -0.072  0.088
H 2.688 3.061 0.542  0.089
Pd -2.421 -0.161 -5.255  0.251

Output
Net charge   +1
HOMO   -11.29 eV
Calculated total energy   -149898.96076 eV
LUMO level   -4.62 eV
Relative energy (zero: lowest compared OMol25 entry of this formula, charge and spin)   12.4 kcal per mole



Density functional theory data (ωB97M-V/def2-TZVPD) for a cluster of 20 separate species, H41O20 in total in a non-equilibrium geometry.

Each line ends with the Löwdin charge.
CARTESIAN COORDINATES (ANGSTROEM)
O -4.829 1.579 -1.872  -0.037
H 0.855 -0.979 1.302  0.044
O 0.805 4.727 -1.643  -0.049
H 0.123 5.232 -2.087  0.034
H 1.490 5.336 -1.376  0.036
O -2.369 -0.334 2.691  -0.005
H -2.849 0.348 2.212  0.039
H -2.221 -0.517 3.568  0.028
O -3.869 1.059 0.512  -0.050
H -3.635 0.847 -0.389  0.003
H 2.177 3.649 4.517  0.029
O 1.416 -4.205 -2.621  -0.035
H 4.690 2.873 -3.146  0.028
H -4.752 1.431 0.457  0.045
O 3.899 3.335 -3.423  -0.050
H -1.132 -2.080 -1.123  0.141
H 3.136 2.844 -3.108  0.018
O -0.243 -1.977 -1.586  0.106
H 0.979 2.821 4.528  0.021
H -1.930 -2.362 1.177  0.023
O 3.564 3.032 1.355  -0.046
H 3.744 3.954 1.526  0.035
H 2.624 2.887 1.478  0.020
O 2.452 -1.076 -1.382  -0.054
H 2.688 -0.492 -0.650  0.023
H 1.890 -4.211 -1.792  0.025
O 1.365 -1.696 4.636  -0.059
H 2.085 -1.991 5.196  0.037
H 0.946 -2.499 4.314  0.029
O -3.394 -3.693 0.134  -0.031
H -3.819 -3.348 0.920  0.050
H 0.444 -1.707 -0.897  0.115
O 5.300 -0.233 -0.401  -0.052
H 5.289 0.590 0.107  0.039
H 6.132 -0.090 -0.871  0.048
O 0.022 -0.089 -3.220  -0.023
H -0.296 0.810 -3.347  0.063
H 0.960 0.127 -3.097  0.076
O 1.240 -0.276 0.761  -0.038
H -2.070 -3.884 -2.989  0.052
H 1.226 0.459 1.387  0.066
O 1.288 3.658 4.894  -0.056
H -3.860 -3.620 -0.692  0.043
H -5.090 0.976 -2.579  0.065
O -1.964 -3.028 -3.408  -0.032
H -0.452 -1.222 -2.237  0.094
H -1.293 -3.041 -4.096  0.055
O -0.492 1.863 -1.542  -0.033
H -1.030 2.639 -1.627  0.039
H -0.813 1.297 -0.837  0.036
O -1.327 -1.719 0.803  -0.087
H -4.834 2.432 -2.300  0.054
H -1.464 -0.950 1.422  0.028
O -2.297 2.424 3.955  -0.061
H -2.697 1.701 4.456  0.026
H -2.286 3.073 4.670  0.048
O 0.509 -4.069 0.498  -0.027
H -0.337 -4.142 0.952  0.037
H 0.300 -3.332 -0.090  -0.022
H 0.823 -3.449 -2.631  -0.010
H 3.190 -1.697 -1.370  0.059

Output
Net charge   +1
HOMO   -13.33 eV
Calculated total energy   -41608.57518 eV
LUMO level   -2.74 eV
Relative energy (zero: lowest compared OMol25 entry of this formula, charge and spin)   74.9 kcal per mole



Density functional theory data (ωB97M-V/def2-TZVPD) for a structure of composition C4H6GaO5 in a non-equilibrium geometry.

Each line ends with the Löwdin spin population.
CARTESIAN COORDINATES (ANGSTROEM)
H 2.051 -0.596 0.715  0.001
O 0.425 0.496 0.011  0.005
O 2.137 2.500 0.627  0.717
C 1.390 0.243 0.996  0.083
C 2.251 1.453 1.213  0.119
H 0.938 -0.023 1.969  0.001
H 3.021 1.306 2.002  0.067
O 0.244 -1.748 -0.556  0.001
C -0.385 -0.571 -0.298  0.002
O -0.946 -0.364 -1.546  0.002
Ga -0.716 -2.067 -2.000  0.000
O -1.392 -0.757 0.613  0.001
C -2.545 0.178 0.124  0.000
H -2.985 0.534 1.066  0.000
H -2.305 1.132 -0.366  0.000
H -3.290 -0.472 -0.343  0.000

Output
Net charge   +2
Spin multiplicity   2
HOMO (alpha / beta)   -18.41 / -18.41 eV
Calculated total energy   -66832.29623 eV
LUMO level (alpha / beta)   -13.39 / -13.39 eV
Relative energy (zero: lowest compared OMol25 entry of this formula, charge and spin)   93.3 kcal per mole



Density functional theory data (ωB97M-V/def2-TZVPD) for a cluster of 3 separate species, C2H10NO2 in total in a non-equilibrium geometry.

Each line ends with the Löwdin charge.
CARTESIAN COORDINATES (ANGSTROEM)
C -0.458 0.184 -0.767  -0.152
C 0.028 0.038 -1.985  0.077
N 0.442 0.097 0.398  0.177
H -1.514 0.194 -0.532  0.128
H -0.482 -0.301 -2.873  0.087
H 1.101 -0.052 -2.079  0.079
H 1.395 0.333 0.132  0.167
H 0.381 -0.892 0.689  0.112
H 0.174 0.768 1.131  0.121
H -0.167 3.085 2.159  0.070
H -1.200 3.198 1.115  0.071
O -0.461 2.624 1.361  -0.048
H 0.731 -3.290 1.012  0.075
H -0.324 -3.265 -0.089  0.074
O 0.353 -2.720 0.328  -0.038

Output
Net charge   +1
HOMO   -14.97 eV
Calculated total energy   -7814.44287 eV
LUMO level   -2.99 eV
Relative energy (zero: lowest compared OMol25 entry of this formula, charge and spin)   13.1 kcal per mole